Computed, not measured: 23 unconnected molecules or ions with the total composition C72H201N11O31, with wB97M-V/def2-TZVPD.

Calculated values
**HOMO energy**: -7.91 eV
**Kohn-Sham gap**: 7.75 eV

Geometry (Å):
C (4.750, 3.697, 5.345)
C (-3.746, -7.199, 11.113)
H (-4.507, 4.272, -6.596)
H (3.656, 5.123, 6.351)
H (0.734, -2.594, -2.690)
H (-2.742, 6.003, 0.153)
H (6.862, 1.116, 2.219)
H (3.736, -5.856, 3.227)
H (4.310, 1.116, -5.049)
H (5.555, -0.160, 2.621)
N (5.093, -4.637, 4.452)
O (-5.882, 0.368, 2.751)
N (-6.127, 0.800, 0.143)
H (-5.150, -6.980, 6.025)
H (4.042, 0.231, -3.525)
N (2.803, 6.665, -5.203)
C (2.726, 7.580, -0.444)
H (-3.832, 8.431, 4.621)
H (1.094, 6.913, 5.605)
H (-3.460, 3.119, -5.846)
H (3.630, 7.888, 0.081)
H (-10.716, 4.910, -1.962)
H (0.128, -5.392, -4.383)
H (-0.475, -7.387, -2.054)
H (-4.213, -1.922, -4.482)
H (2.737, -5.323, -3.826)
H (11.117, -2.422, 0.819)
O (1.612, 7.655, 0.443)
C (-6.209, 0.117, -1.159)
H (-6.502, 2.327, 2.190)
C (-0.992, -0.846, 2.173)
H (1.847, -3.303, -5.125)
O (6.571, -3.936, 6.982)
H (-2.003, 7.280, 1.126)
O (3.324, -1.307, 1.079)
C (4.497, 6.177, 2.539)
N (-6.419, -7.777, 0.602)
H (2.883, 6.554, -0.777)
C (-3.012, -6.283, 4.652)
N (-0.883, 6.913, 5.298)
H (-4.952, 2.666, -4.117)
H (0.380, 8.953, -5.583)
H (-1.741, -1.099, -2.904)
H (-6.712, -1.742, -0.285)
C (0.436, 6.849, 4.738)
O (5.940, 0.514, 0.680)
H (8.540, -4.734, 7.201)
O (-5.045, 2.225, -6.664)
H (-1.178, -1.372, 4.022)
O (2.340, 0.884, -4.430)
H (-5.232, -8.719, 7.738)
H (-0.435, 3.528, 1.679)
H (3.827, 1.988, -3.470)
H (-1.220, 3.381, 3.216)
H (1.369, -4.382, -6.466)
H (1.811, 0.965, -3.633)
H (5.166, 1.482, 2.375)
H (1.942, 7.244, -6.925)
H (-6.333, -4.609, 1.890)
C (4.283, 6.850, -5.050)
H (3.578, 6.477, 2.036)
H (-0.934, -6.931, 0.174)
H (0.486, 0.653, -7.488)
H (-2.126, 7.463, -0.667)
H (-5.026, -6.387, 8.804)
O (-9.324, 3.538, -2.221)
H (-0.144, -1.377, 1.741)
H (-0.348, 5.672, 0.849)
H (0.831, -6.705, 0.326)
H (6.075, 5.105, 4.365)
C (-7.378, 0.822, 0.866)
H (6.579, -5.922, 6.243)
C (-4.352, -2.882, -4.979)
H (8.939, -1.693, -2.590)
H (2.107, -8.651, -5.405)
C (1.834, 3.649, -6.544)
H (1.763, 5.192, 4.137)
H (-4.317, -1.235, 1.719)
H (0.312, 8.358, -2.062)
H (-7.143, -3.245, -3.552)
H (-3.203, -2.541, 3.253)
H (-5.253, -0.142, -1.613)
C (5.228, 4.487, 4.066)
H (-8.116, 1.455, 0.374)
C (-0.834, 0.883, -2.404)
C (-3.034, -7.260, 5.767)
C (9.466, -1.292, -0.371)
H (-1.291, -1.346, -6.886)
H (0.927, 7.035, 0.184)
H (3.662, 3.186, 0.286)
H (-6.683, -6.186, 2.676)
C (-5.234, 0.732, 3.943)
H (-3.279, -6.578, 8.551)
C (-6.917, 1.320, 2.230)
C (-2.219, -3.840, -4.854)
H (0.896, 3.962, -6.086)
H (-1.165, 5.952, 5.164)
C (-0.297, 3.719, 2.743)
H (3.483, -0.687, 4.061)
H (-1.984, -3.239, -3.975)
H (-7.697, -0.218, 0.949)
C (-3.860, -4.146, -1.334)
H (-2.481, -8.843, -3.317)
H (-5.742, -2.307, 2.041)
O (1.843, 2.302, -6.781)
H (-6.617, 0.817, -1.888)
H (8.710, 1.803, -1.348)
H (0.474, -1.000, -6.293)
O (-0.623, 6.238, 0.124)
N (8.255, -1.950, 0.178)
H (-1.650, -0.475, 1.387)
C (3.909, -4.814, 3.495)
H (5.267, -3.655, 4.288)
H (-3.021, -7.375, -2.370)
H (6.047, 5.805, -4.416)
H (-3.757, -4.769, -2.223)
O (-0.351, -1.344, -1.559)
H (4.944, 4.803, -1.314)
H (-1.251, 1.480, -3.215)
O (0.937, 8.295, -3.808)
C (4.691, -4.861, 5.827)
O (4.135, 5.433, 3.707)
C (-6.129, -5.679, 1.885)
H (3.924, -5.579, 6.117)
C (0.322, 2.900, -1.882)
O (-5.118, -4.522, -0.599)
C (3.760, 1.107, -4.108)
C (-5.234, 3.557, -4.678)
C (2.720, -1.466, 4.052)
H (-2.483, -6.746, 6.555)
O (-4.160, -7.880, 9.924)
C (-1.654, -5.270, 2.956)
H (-3.516, -8.851, 7.750)
H (-4.335, 0.117, 3.977)
H (4.050, -1.716, -0.800)
N (0.227, -4.455, -4.747)
H (0.457, 3.078, 3.200)
H (-5.952, 0.446, 4.712)
O (3.346, -2.637, 3.409)
O (-3.900, 6.669, 3.656)
H (5.418, 2.440, 6.626)
O (-1.718, -1.412, 3.229)
O (-0.041, 5.097, 2.951)
H (-11.348, 3.470, -2.970)
H (-3.432, -6.176, 10.903)
H (-0.812, -3.169, -2.086)
H (0.731, 7.721, 4.154)
C (-0.205, 8.145, -2.998)
H (3.562, -7.647, -4.969)
H (2.488, 6.674, -4.243)
H (-0.409, -0.023, 2.585)
H (-1.539, 7.595, 3.386)
H (0.870, 0.961, -1.330)
C (5.864, 0.712, 2.045)
H (-8.115, -0.863, -1.075)
H (-7.117, 2.536, -3.128)
H (-0.842, 9.019, -3.138)
C (-1.971, 6.772, 0.162)
H (-0.968, 0.032, -5.959)
H (0.616, -3.091, -0.999)
N (0.446, 1.418, -2.125)
O (4.445, 5.211, -3.230)
H (7.472, -1.356, -0.054)
C (2.700, -3.879, 3.743)
H (0.041, 7.211, -5.428)
H (-2.196, 5.275, 3.756)
H (-8.371, -2.729, -2.245)
C (6.750, -0.572, -2.522)
O (0.204, -7.551, -1.395)
O (-4.143, -2.733, 3.209)
H (6.861, -1.030, -3.505)
H (-5.298, 0.808, 0.719)
H (2.579, -1.581, 5.127)
H (-2.819, -7.754, 11.258)
C (-3.256, 5.418, 3.544)
H (6.137, 5.762, -2.133)
C (-4.205, -7.104, 8.784)
H (4.318, -4.589, 2.510)
H (-3.473, -7.553, -3.923)
C (-7.332, -2.853, -2.552)
C (-3.283, 7.490, 4.626)
H (-4.267, -6.336, -0.147)
H (-5.509, -8.214, 0.561)
H (9.951, 2.035, 0.778)
H (-0.017, -5.593, -0.633)
C (-0.782, -0.615, -2.718)
H (-4.169, 2.573, -8.530)
H (1.910, 4.053, -7.554)
H (5.530, -5.570, 7.624)
O (-0.195, 0.046, -7.786)
H (1.489, 4.506, -0.963)
C (-2.603, -7.760, -3.300)
H (4.981, 5.554, 1.787)
H (-1.464, 1.093, -1.540)
H (5.579, 3.760, 3.334)
C (-5.252, -5.964, -0.427)
C (1.570, 3.454, -1.238)
O (-1.407, -7.049, -3.607)
H (-4.915, 0.861, -8.211)
O (1.860, -6.602, -5.443)
C (-10.731, 3.837, -2.150)
H (-7.109, 2.886, -5.298)
C (-6.337, -6.333, 0.555)
H (10.589, -3.254, -0.556)
H (-5.044, -2.794, -5.816)
C (-4.509, 3.318, -6.067)
O (9.437, 2.400, -1.155)
C (-4.455, 1.778, -7.842)
C (-8.724, 3.965, -3.481)
C (5.483, 4.899, -2.257)
H (1.906, -4.072, 3.021)
H (1.729, -1.183, 3.698)
H (-1.022, -4.885, -6.471)
H (3.839, 3.165, 5.070)
N (5.780, 2.752, 5.736)
H (2.868, 8.491, -6.135)
C (1.531, -4.312, -5.391)
H (3.259, -1.726, 1.940)
H (2.541, 8.193, -1.326)
C (7.720, -4.182, 7.659)
H (-2.944, -4.470, -0.840)
H (-2.610, -4.788, -4.484)
C (10.730, -2.239, -0.183)
H (4.408, 7.733, -4.423)
C (-4.657, -2.243, 1.959)
H (2.412, 3.210, -1.885)
H (2.598, 3.981, -5.842)
H (-2.442, -8.094, 5.389)
C (-4.323, -8.137, 7.584)
N (-6.719, 3.701, -4.847)
H (-0.912, -5.611, 2.234)
H (-1.267, -4.371, 3.437)
H (6.408, -1.404, -1.907)
C (2.730, 2.857, 0.745)
H (-1.235, -7.194, -4.540)
H (-2.582, -5.107, 2.407)
H (8.051, -3.184, 7.947)
H (7.537, -4.474, 8.693)
C (2.500, -5.389, -4.888)
C (-0.487, -0.644, -6.666)
H (10.075, -0.409, -2.269)
N (-4.371, -7.594, 6.213)
O (-6.700, -1.605, -2.371)
H (-7.289, -5.954, 0.183)
C (-0.924, -4.147, -5.674)
H (9.638, -0.413, 0.249)
C (2.680, -7.744, -5.601)
C (0.697, 5.412, 4.198)
H (-3.176, 5.218, 2.476)
H (-5.390, -6.341, -1.440)
C (5.916, -5.177, 6.684)
H (-4.395, -3.046, 1.271)
H (-0.752, -3.253, -6.274)
H (11.615, -1.778, -0.623)
H (6.562, 3.338, 5.993)
H (-1.608, 8.793, 4.814)
C (0.780, 7.993, -5.257)
H (6.145, 4.048, -2.418)
H (2.154, 1.924, -5.955)
H (-4.508, -7.212, 11.893)
O (-3.143, -3.135, -5.660)
C (4.981, 5.590, -4.490)
H (-6.641, 4.177, -2.802)
H (5.451, 4.889, 6.924)
H (-11.161, 3.464, -1.220)
H (-5.023, 1.786, 3.763)
H (-3.070, -5.320, 5.160)
H (-6.956, -3.617, -1.871)
C (4.498, 4.475, 6.594)
H (4.271, -3.893, 6.102)
H (3.472, -5.163, -5.327)
H (-7.668, 1.312, 3.020)
C (2.157, 7.686, -5.952)
H (-9.221, 3.469, -4.314)
C (3.857, -2.234, 0.140)
H (8.227, -2.028, 1.185)
H (4.014, 3.792, 7.292)
O (8.045, -0.049, -2.041)
H (2.902, 1.823, 1.044)
H (4.867, 4.718, -5.134)
H (-0.277, 2.897, -0.972)
H (8.340, 2.935, 0.526)
H (4.878, -2.494, 0.420)
H (2.528, 3.559, 1.554)
H (-6.973, -8.212, -0.121)
O (-1.833, -6.324, 3.902)
C (9.379, 2.786, 0.233)
H (4.776, 7.010, -6.008)
H (5.987, 0.206, -2.528)
C (9.176, -0.893, -1.888)
C (-7.062, -1.142, -1.124)
H (-8.817, 5.032, -3.682)
H (2.364, -3.838, 4.779)
H (-4.660, -3.642, -4.260)
C (0.082, -2.607, -1.817)
H (-4.938, 4.481, -4.183)
H (0.085, 3.593, -2.690)
H (-0.161, -0.706, -3.609)
H (-5.110, -5.713, 2.270)
H (0.431, 4.723, 4.999)
H (-3.900, -6.210, 4.024)
C (-7.246, 3.563, -3.469)
H (3.243, -3.130, 0.053)
H (2.954, -7.749, -6.656)
H (9.878, 3.752, 0.305)
H (5.100, 7.048, 2.795)
H (-3.464, 1.387, -7.609)
O (1.732, 2.605, -0.092)
C (-1.723, 7.773, 4.446)
H (-3.751, -3.066, -1.425)
H (5.075, 0.276, 0.336)
H (-3.596, 7.198, 5.629)
C (-0.022, -6.646, -0.351)
H (-0.663, 7.162, -3.111)
H (-3.748, 4.571, 4.022)

Cartesian forces (eV/Å) of the 6 atoms listed first:
0.560 0.171 -1.292
1.016 -0.511 -1.245
-0.438 -0.072 -0.819
0.462 1.150 0.417
0.201 -0.360 -0.150
0.120 -0.165 -0.175